Entry 1:
Here is a molecular structure, C4H3CuMgO from the Open Molecules 2025 dataset. Energies are from wB97M-V/def2-TZVPD.

The geometry in XYZ format:
```
10
C4H3CuMgO, DFT wB97M-V/def2-TZVPD
H -1.874 1.650 -0.291
O -0.637 0.240 -1.124
C -1.074 0.925 -0.075
C -0.756 0.659 1.209
H -0.158 1.434 1.724
H -1.159 -0.219 1.714
Mg -1.466 -0.162 -2.908
Cu 1.108 -1.007 -0.763
C 2.884 -2.344 0.052
C 3.133 -1.177 0.462
```

Calculated values
2S+1	1
net charge	-2
HOMO	0.48	eV
orbital gap	4.730	eV


Entry 2:
Here is a molecular structure, C45H71NO8P3SSiSr from the Open Molecules 2025 dataset. Energies are from wB97M-V/def2-TZVPD.

The geometry in XYZ format:
```
131
C45H71NO8P3SSiSr, DFT wB97M-V/def2-TZVPD
Sr -0.958 0.483 0.859
C 4.035 4.179 0.853
C 2.830 3.335 0.444
C 2.525 3.501 -1.041
P 2.765 1.478 0.826
C 3.820 1.325 2.396
C 5.332 1.547 2.433
C 3.531 -0.043 3.012
C 3.768 0.752 -0.565
C 5.128 1.029 -0.660
C 5.955 0.356 -1.539
C 5.416 -0.643 -2.325
C 4.050 -0.866 -2.300
C 3.174 -0.152 -1.474
Si 1.134 -0.248 -1.743
C 1.181 1.070 -3.307
C 2.354 1.330 -4.023
C 2.426 2.243 -5.060
C 1.294 2.940 -5.438
C 0.120 2.720 -4.744
C 0.047 1.813 -3.688
P -1.512 1.667 -2.712
C -2.588 0.695 -3.925
C -4.003 0.598 -3.357
C -2.598 1.097 -5.396
C -2.198 3.425 -2.593
C -2.899 4.174 -3.729
C -1.061 4.257 -2.003
C 1.253 -1.927 -2.879
C 1.557 -1.845 -4.242
C 1.910 -2.943 -5.005
C 2.024 -4.180 -4.401
C 1.635 -4.312 -3.080
C 1.184 -3.228 -2.334
P 0.226 -3.510 -0.773
C -1.156 -4.623 -1.487
C -0.905 -5.785 -2.449
C -2.156 -3.681 -2.161
C 1.221 -4.716 0.300
C 1.306 -6.211 0.006
C 0.625 -4.524 1.695
H 3.834 5.226 0.616
H 4.932 3.886 0.313
H 4.213 4.112 1.923
H 1.967 3.702 1.011
H 3.368 3.166 -1.643
H 2.324 4.546 -1.277
H 1.654 2.893 -1.297
H 3.332 2.078 3.029
H 5.847 0.754 1.898
H 5.650 1.502 3.476
H 5.641 2.506 2.033
H 3.974 -0.842 2.424
H 2.459 -0.201 3.049
H 3.928 -0.089 4.026
H 5.549 1.807 -0.048
H 7.007 0.600 -1.593
H 6.048 -1.221 -2.984
H 3.644 -1.612 -2.961
H 3.249 0.796 -3.752
H 3.363 2.413 -5.574
H 1.320 3.651 -6.254
H -0.760 3.268 -5.038
H -2.118 -0.298 -3.853
H -4.552 1.524 -3.516
H -3.962 0.408 -2.286
H -4.553 -0.211 -3.835
H -3.035 2.079 -5.548
H -3.193 0.377 -5.957
H -1.588 1.094 -5.797
H -2.947 3.282 -1.804
H -2.227 4.428 -4.543
H -3.294 5.110 -3.330
H -3.737 3.607 -4.125
H -0.293 4.444 -2.751
H -0.607 3.712 -1.173
H -1.434 5.214 -1.640
H 1.519 -0.878 -4.716
H 2.130 -2.826 -6.058
H 2.365 -5.042 -4.959
H 1.672 -5.285 -2.624
H -1.614 -5.033 -0.579
H -0.541 -5.422 -3.407
H -1.859 -6.289 -2.620
H -0.215 -6.523 -2.062
H -1.639 -3.014 -2.851
H -2.668 -3.083 -1.418
H -2.898 -4.252 -2.721
H 2.228 -4.291 0.297
H 0.327 -6.679 0.078
H 1.946 -6.670 0.762
H 1.742 -6.434 -0.964
H -0.431 -4.784 1.705
H 0.736 -3.485 1.986
H 1.140 -5.152 2.419
C -7.104 -2.029 4.969
C -6.307 -1.162 4.037
C -5.779 -1.695 2.864
C -4.983 -0.930 2.035
C -4.715 0.394 2.356
C -5.259 0.936 3.507
C -6.061 0.171 4.334
S -3.200 1.185 1.797
O -3.121 1.072 0.331
O -3.267 2.552 2.285
N -2.226 0.197 2.424
C -1.483 0.715 3.479
C -0.020 0.863 3.126
O 0.626 1.767 3.670
O 0.442 0.022 2.313
H -6.560 -2.950 5.175
H -8.060 -2.297 4.518
H -7.299 -1.527 5.916
H -5.965 -2.731 2.618
H -4.532 -1.363 1.155
H -5.015 1.962 3.755
H -6.474 0.612 5.233
H -1.555 0.059 4.367
H -1.859 1.707 3.792
O -2.297 -1.245 -0.312
H -2.713 -0.514 0.179
H -2.291 -0.927 -1.221
O -2.262 -2.649 2.217
H -2.198 -1.709 2.443
H -1.753 -2.715 1.400
O 2.301 -2.047 0.873
H 1.668 -1.402 1.226
H 2.693 -1.616 0.112
O -0.792 2.478 1.258
H -0.521 2.049 2.083
H -1.732 2.291 1.400
```

Calculated values
2S+1	1
net charge	-1
HOMO	-3.80	eV
orbital gap	5.981	eV


What is the HOMO in the first record?
0.48 eV


Copy entry 1 word for word.
Here is a molecular structure, C4H3CuMgO from the Open Molecules 2025 dataset. Energies are from wB97M-V/def2-TZVPD.

The geometry in XYZ format:
```
10
C4H3CuMgO, DFT wB97M-V/def2-TZVPD
H -1.874 1.650 -0.291
O -0.637 0.240 -1.124
C -1.074 0.925 -0.075
C -0.756 0.659 1.209
H -0.158 1.434 1.724
H -1.159 -0.219 1.714
Mg -1.466 -0.162 -2.908
Cu 1.108 -1.007 -0.763
C 2.884 -2.344 0.052
C 3.133 -1.177 0.462
```

Calculated values
2S+1	1
net charge	-2
HOMO	0.48	eV
orbital gap	4.730	eV


Which formula does entry 1 have?
C4H3CuMgO


Which value of 2S+1 does entry 1 give?
1